A structure of composition BrO4S. Source: OMol25; level of theory: ωB97M-V/def2-TZVPD.

Properties
- charge = -1
- electronic energy (a.u.) = -3273.17413
- HOMO level (eV) = -5.15

Cartesian coordinates (Å):
O -0.380 1.078 -0.894
O -0.528 -1.339 -0.852
O -1.697 -0.017 0.857
O 1.015 -0.021 1.157
S -0.651 -0.056 -0.146
Br 2.241 0.355 -0.123

The molecule C2H7ClIO2PSi. Source: OMol25; level of theory: ωB97M-V/def2-TZVPD.

Properties
- charge = 0
- SMILES = OCC[Si@@H](I)P(O)Cl
- electronic energy (a.u.) = -1619.68969
- HOMO level (eV) = -9.05

Cartesian coordinates (Å):
O 2.617 -1.341 0.111
C 1.267 -0.977 -0.136
C 0.965 0.457 0.293
Si -0.635 1.209 -0.321
I -0.329 2.090 -2.579
P -2.583 0.024 -0.328
O -2.574 -0.305 1.303
Cl -1.956 -1.797 -1.027
H 3.190 -0.617 -0.160
H 0.661 -1.673 0.442
H 1.016 -1.136 -1.190
H 1.775 1.111 -0.049
H 0.957 0.528 1.385
H -1.007 2.350 0.546
H -3.363 0.078 1.709

A structure of composition C26H37N2O2PS. Source: OMol25; level of theory: ωB97M-V/def2-TZVPD.

Properties
- charge = 0
- electronic energy (a.u.) = -2012.26020
- HOMO level (eV) = -8.04

Cartesian coordinates (Å):
C 2.711 -2.946 0.908
P 3.273 -2.310 -0.769
C 5.174 -2.417 -0.689
C 2.963 -0.457 -0.933
C 2.879 0.359 0.344
C 2.682 1.823 0.274
C 2.653 2.591 1.632
C 2.163 4.086 1.571
O 0.881 4.257 0.969
C -0.164 4.406 1.933
C -1.443 4.928 1.132
O -2.598 4.104 1.336
C -2.472 2.873 0.690
C -3.492 1.826 1.012
C -3.434 0.517 0.336
C -2.390 0.155 -0.656
C -2.311 -1.262 -1.376
C -0.874 -1.528 -1.975
C -3.291 -1.111 -2.649
C -2.908 -2.442 -0.512
C -1.941 -3.061 0.582
C -1.189 -2.009 1.493
C -0.919 -4.150 -0.006
C -2.896 -3.911 1.580
C -1.359 1.176 -0.962
C -1.441 2.510 -0.294
C 2.569 2.400 -1.100
N 2.422 3.742 -1.396
S 2.304 3.914 -3.056
N 2.469 2.318 -3.559
C 2.617 1.589 -2.392
C 2.819 0.104 -2.287
H 3.573 -2.835 1.640
H 2.545 -4.064 0.824
H 1.780 -2.429 1.286
H 5.617 -2.309 -1.713
H 5.509 -1.499 -0.106
H 5.528 -3.319 -0.123
H 2.991 -0.169 1.322
H 1.917 2.037 2.298
H 3.642 2.524 2.184
H 2.924 4.663 0.958
H 2.193 4.534 2.604
H 0.115 5.145 2.747
H -0.464 3.431 2.434
H -1.191 5.100 0.051
H -1.694 5.937 1.585
H -4.305 2.005 1.761
H -4.241 -0.218 0.601
H -0.857 -2.591 -2.373
H -0.027 -1.424 -1.246
H -0.738 -0.879 -2.894
H -2.932 -0.216 -3.232
H -4.301 -0.817 -2.222
H -3.343 -2.045 -3.268
H -3.200 -3.286 -1.209
H -3.869 -2.135 0.002
H -0.159 -1.768 1.094
H -1.791 -1.081 1.717
H -1.005 -2.491 2.506
H -1.403 -4.846 -0.738
H -0.504 -4.677 0.908
H -0.024 -3.630 -0.471
H -2.625 -5.010 1.504
H -2.837 -3.560 2.644
H -3.976 -3.864 1.231
H -0.521 1.013 -1.690
H -0.651 3.248 -0.593
H 2.868 -0.545 -3.203

A structure of composition C10H31B2LiNO. Source: OMol25; level of theory: ωB97M-V/def2-TZVPD.

Properties
- charge = -1
- electronic energy (a.u.) = -586.80484
- HOMO level (eV) = -4.91

Cartesian coordinates (Å):
Li -0.116 0.876 0.433
B 0.981 2.380 1.335
H 0.266 2.013 2.173
H 1.658 3.282 1.621
H 1.615 1.488 0.998
H 0.280 2.729 0.501
B -2.327 1.383 0.783
H -1.695 1.348 1.756
H -3.091 2.258 0.877
H -1.648 1.564 -0.125
H -2.908 0.370 0.685
C -1.296 -1.520 -1.657
C -0.682 -0.346 -2.439
N 0.340 0.397 -1.681
C 0.814 1.517 -2.499
C -0.186 2.669 -2.556
C 1.502 -0.461 -1.365
C 2.395 -0.949 -2.510
H -0.541 -2.215 -1.295
H -1.942 -2.051 -2.360
H -1.872 -1.123 -0.823
H -0.222 -0.681 -3.381
H -1.515 0.310 -2.681
H 1.011 1.165 -3.520
H 1.718 1.954 -2.073
H 0.056 3.392 -3.336
H -0.346 3.185 -1.607
H -1.217 2.338 -2.729
H 2.113 0.134 -0.683
H 1.156 -1.329 -0.807
H 3.335 -1.360 -2.130
H 1.925 -1.669 -3.179
H 2.797 -0.112 -3.090
C -0.895 -2.423 3.294
C 0.608 -2.151 3.540
C 0.732 -0.810 2.807
O -0.121 -0.852 1.693
C -1.165 -1.792 1.929
H -1.409 -1.962 4.143
H -1.167 -3.479 3.319
H 1.177 -2.912 3.000
H 0.862 -2.051 4.590
H 1.746 -0.532 2.515
H 0.467 -0.006 3.507
H -1.028 -2.597 1.197
H -2.162 -1.368 1.827

The molecule C8H18BNO2. Source: OMol25; level of theory: ωB97M-V/def2-TZVPD.

Properties
- charge = 0
- SMILES = NCCCCBCCCC(=O)O
- electronic energy (a.u.) = -545.63964
- HOMO level (eV) = -9.50

Cartesian coordinates (Å):
N 1.738 -0.905 1.534
C 1.873 -1.875 0.400
C 2.634 -1.307 -0.882
C 1.930 -0.064 -1.596
C 1.967 1.301 -0.722
B 0.510 1.772 -0.186
C -0.819 0.835 -0.144
C -1.984 1.471 0.778
C -3.393 0.879 0.298
C -3.532 -0.629 0.782
O -3.946 -0.958 1.901
O -3.178 -1.645 -0.156
H 2.391 -1.161 2.295
H 0.796 -1.025 1.937
H 0.857 -2.361 0.156
H 2.518 -2.747 0.798
H 3.726 -1.047 -0.683
H 2.649 -2.164 -1.654
H 0.875 -0.284 -1.988
H 2.554 0.171 -2.537
H 2.678 1.185 0.172
H 2.385 2.189 -1.324
H 0.371 2.900 0.170
H -0.580 -0.248 0.157
H -1.221 0.803 -1.229
H -1.802 1.075 1.836
H -1.887 2.599 0.701
H -3.440 1.002 -0.841
H -4.245 1.524 0.712
H -2.424 -1.288 -0.686

A cluster of 9 separate species, C23H51NO8S3 in total. Source: OMol25; level of theory: ωB97M-V/def2-TZVPD.

Properties
- charge = 0
- electronic energy (a.u.) = -2757.94813
- HOMO level (eV) = -9.28

Cartesian coordinates (Å):
C -0.281 -0.642 5.623
C 0.461 0.485 5.027
N 1.073 1.343 4.585
H -0.204 -0.453 6.693
H 0.175 -1.584 5.320
H -1.329 -0.672 5.322
C 3.112 1.808 -3.166
S 4.694 1.721 -4.123
O 5.188 3.140 -4.470
C 5.623 1.365 -2.543
H 2.179 2.005 -3.694
H 3.206 2.503 -2.332
H 2.866 0.780 -2.901
H 5.608 0.448 -1.953
H 5.529 2.206 -1.856
H 6.632 1.273 -2.945
C -3.651 -3.242 1.247
S -3.412 -1.898 2.538
O -4.785 -1.270 2.613
C -3.491 -3.162 3.926
H -3.479 -2.763 0.283
H -4.643 -3.693 1.222
H -2.942 -4.051 1.423
H -2.590 -3.725 3.684
H -4.381 -3.764 3.738
H -3.390 -2.734 4.923
C 1.931 -4.792 -0.133
S 0.128 -5.009 0.304
O -0.068 -6.407 0.887
C 0.265 -3.921 1.744
H 2.545 -4.953 0.753
H 2.158 -3.805 -0.536
H 2.080 -5.589 -0.862
H 0.871 -4.366 2.533
H -0.758 -3.729 2.068
H 0.843 -3.030 1.499
C 1.002 4.330 -1.379
C 1.690 5.584 -0.906
O 1.088 6.550 -0.331
C 3.178 5.719 -1.078
H -0.053 4.587 -1.283
H 1.272 3.504 -0.721
H 1.040 4.035 -2.428
H 3.425 6.641 -0.551
H 3.553 5.862 -2.091
H 3.805 4.953 -0.623
C -1.290 3.865 3.603
C -2.043 4.945 2.819
O -3.276 5.088 2.945
C -1.269 5.494 1.718
H -1.832 3.552 4.496
H -0.270 4.108 3.900
H -1.348 2.955 3.006
H -0.767 6.254 2.316
H -1.924 5.962 0.983
H -0.631 4.799 1.171
C -2.997 -0.478 -1.725
C -3.074 1.055 -1.611
O -2.112 1.660 -1.112
C -4.426 1.748 -1.832
H -2.113 -0.675 -2.333
H -3.951 -0.820 -2.125
H -3.017 -0.976 -0.756
H -4.505 2.724 -1.354
H -5.065 1.112 -1.218
H -4.691 1.706 -2.888
C 1.990 -3.689 -3.621
C 1.367 -5.010 -3.879
O 1.994 -6.095 -3.852
C -0.125 -5.025 -4.059
H 2.025 -3.136 -4.560
H 2.979 -3.787 -3.173
H 1.356 -3.121 -2.941
H -0.438 -5.027 -5.103
H -0.612 -4.257 -3.458
H -0.327 -6.046 -3.737
C 1.034 -0.020 -0.713
C -0.115 -0.474 0.153
O -0.732 -1.533 -0.131
C -0.254 0.253 1.485
H 0.724 -0.505 -1.639
H 1.951 -0.531 -0.420
H 0.988 1.028 -1.011
H 0.496 -0.072 2.207
H -1.225 0.040 1.932
H -0.240 1.342 1.464

Among the records above, which one has the lowest electronic energy?
BrO4S

What is the charge in the first record?
-1